# 1
DFT (wB97M-V/def2-TZVPD) results for a cluster of 8 separate species, C31H69O9S7Si in total in a non-equilibrium geometry.

Geometry as XYZ:
```
117
Properties=species:S:1:pos:R:3
C 1.433 -3.406 2.132
Si -0.366 -2.837 2.233
C -1.111 -3.702 3.733
C -0.341 -0.968 2.293
C -1.617 -0.287 1.788
C -1.418 1.129 1.220
C -0.372 2.026 1.875
C 1.090 1.807 1.443
C 1.332 1.504 -0.040
C 1.239 0.021 -0.406
C 1.457 -0.299 -1.884
C 1.022 -1.763 -2.138
O -0.125 -1.934 -2.602
O 1.845 -2.638 -1.795
C -1.211 -3.457 0.678
C -2.581 -3.754 0.599
C -3.162 -4.221 -0.581
C -2.365 -4.370 -1.717
C -1.012 -4.042 -1.665
C -0.429 -3.604 -0.479
H 1.911 -2.840 1.336
H 1.933 -3.248 3.083
H 1.399 -4.460 1.886
H -0.712 -3.320 4.670
H -2.199 -3.703 3.748
H -0.803 -4.748 3.668
H 0.523 -0.681 1.710
H -0.129 -0.632 3.312
H -2.021 -0.884 0.969
H -2.379 -0.287 2.568
H -2.378 1.644 1.317
H -1.244 1.059 0.152
H -0.632 3.047 1.597
H -0.452 1.988 2.962
H 1.586 1.046 2.042
H 1.613 2.735 1.678
H 2.356 1.811 -0.252
H 0.711 2.134 -0.680
H 2.010 -0.511 0.155
H 0.294 -0.423 -0.110
H 2.511 -0.181 -2.128
H 0.842 0.351 -2.506
H -3.192 -3.632 1.486
H -4.208 -4.488 -0.631
H -2.776 -4.733 -2.643
H -0.407 -4.142 -2.554
H 0.618 -3.342 -0.482
C 0.679 6.964 0.322
S 0.257 6.820 2.064
O 0.105 5.378 2.371
C -1.401 7.488 1.904
H 1.673 6.542 0.175
H -0.042 6.414 -0.283
H 0.681 8.021 0.047
H -1.973 6.877 1.208
H -1.353 8.520 1.555
H -1.877 7.457 2.881
C 3.882 -7.916 2.896
S 2.860 -6.771 1.957
O 1.506 -6.814 2.566
C 2.790 -7.767 0.464
H 4.017 -7.500 3.893
H 3.383 -8.883 2.965
H 4.852 -8.019 2.409
H 2.365 -8.744 0.695
H 3.793 -7.872 0.051
H 2.154 -7.246 -0.250
C -2.186 -8.540 1.976
S -3.365 -7.454 1.164
O -4.688 -7.692 1.808
C -3.381 -8.327 -0.406
H -2.060 -8.187 2.997
H -2.570 -9.561 1.982
H -1.230 -8.488 1.455
H -3.689 -9.361 -0.247
H -2.389 -8.282 -0.854
H -4.094 -7.824 -1.055
C -0.279 -4.595 -5.799
S -1.633 -5.626 -5.230
O -1.061 -6.947 -4.858
C -2.412 -5.834 -6.839
H 0.359 -4.379 -4.944
H 0.287 -5.129 -6.563
H -0.677 -3.660 -6.193
H -1.704 -6.290 -7.532
H -2.739 -4.862 -7.210
H -3.274 -6.485 -6.710
C -6.889 7.041 1.471
S -5.625 6.259 2.483
O -4.467 7.189 2.522
C -5.211 4.966 1.308
H -7.253 7.914 2.010
H -6.457 7.349 0.519
H -7.709 6.341 1.311
H -4.892 5.415 0.368
H -6.079 4.324 1.153
H -4.396 4.381 1.731
C 2.899 5.543 -2.451
S 3.729 4.158 -1.677
O 3.323 4.171 -0.247
C 5.376 4.879 -1.741
H 1.835 5.314 -2.474
H 3.081 6.447 -1.867
H 3.265 5.671 -3.471
H 5.376 5.834 -1.215
H 5.671 5.018 -2.782
H 6.059 4.185 -1.256
C 4.244 8.971 0.731
S 3.558 9.553 -0.822
O 3.750 8.467 -1.822
C 4.828 10.784 -1.139
H 3.621 8.152 1.087
H 5.262 8.615 0.570
H 4.231 9.783 1.458
H 5.804 10.299 -1.174
H 4.803 11.540 -0.354
H 4.612 11.246 -2.100
```

Output
HOMO energy ... -0.1542 Ha
Total charge ... -1
Lowest unoccupied orbital energy ... 1.457 eV

# 2
DFT (wB97M-V/def2-TZVPD) results for a cluster of 7 separate species, C31H70BNO10PS in total.

Geometry as XYZ:
```
115
Properties=species:S:1:pos:R:3
C 1.290 -0.423 3.523
O 1.440 -0.657 2.145
C 0.349 -1.394 1.605
C 0.571 -1.629 0.133
C 0.906 -0.370 -0.679
C -0.265 0.226 -1.475
C -0.480 1.725 -1.312
P -1.116 2.323 0.453
C 0.660 2.963 0.944
N 1.050 2.575 2.332
C -1.807 2.895 2.205
C -1.541 4.339 2.582
O -1.395 4.560 4.022
C -2.885 1.534 0.052
C -3.207 0.314 0.899
C -4.714 0.017 0.977
S -5.552 0.781 2.382
B -1.628 4.061 -0.404
O -0.736 4.748 -1.229
O -2.887 4.664 -0.262
C -2.993 6.072 -0.311
H 0.238 -0.358 3.803
H 1.761 -1.216 4.112
H 1.752 0.532 3.763
H -0.582 -0.854 1.797
H 0.290 -2.352 2.127
H -0.346 -2.074 -0.257
H 1.376 -2.359 0.028
H 1.335 0.364 -0.002
H 1.692 -0.651 -1.380
H -1.184 -0.329 -1.275
H -0.055 0.046 -2.535
H -1.192 2.044 -2.080
H 0.458 2.217 -1.586
H -0.729 1.026 1.045
H 1.419 2.567 0.272
H 0.722 4.049 0.857
H 1.150 3.407 2.895
H 1.941 2.100 2.322
H -2.886 2.745 2.256
H -1.381 2.269 2.987
H -2.387 4.964 2.305
H -0.637 4.719 2.110
H -0.458 4.494 4.206
H -3.677 2.282 0.169
H -2.939 1.218 -0.995
H -2.730 -0.572 0.477
H -2.821 0.437 1.912
H -5.168 0.411 0.070
H -4.916 -1.052 0.997
H -5.172 2.027 2.107
H -1.186 4.981 -2.050
H -2.020 6.558 -0.286
H -3.567 6.408 0.553
H -3.532 6.389 -1.207
C -2.341 7.823 -3.693
C -2.333 6.489 -4.401
O -1.630 5.582 -4.029
C -3.251 6.340 -5.592
H -1.646 7.794 -2.857
H -2.050 8.617 -4.384
H -3.344 8.044 -3.322
H -2.997 7.076 -6.357
H -4.286 6.506 -5.287
H -3.152 5.339 -6.004
C 1.041 -6.625 3.485
C 1.082 -5.127 3.283
O 0.144 -4.418 3.561
C 2.354 -4.561 2.702
H 0.077 -6.912 3.899
H 1.201 -7.127 2.529
H 1.837 -6.930 4.167
H 2.534 -5.012 1.725
H 3.200 -4.790 3.353
H 2.261 -3.482 2.594
C 4.589 -8.621 0.709
C 3.807 -7.619 -0.109
O 2.863 -7.024 0.355
C 4.269 -7.403 -1.527
H 4.164 -8.690 1.708
H 4.557 -9.600 0.228
H 5.633 -8.312 0.778
H 4.229 -8.338 -2.083
H 5.301 -7.051 -1.533
H 3.631 -6.663 -2.006
C -6.326 -0.217 -2.525
C -5.514 -1.251 -3.269
O -4.386 -1.045 -3.640
C -6.199 -2.576 -3.533
H -5.735 0.684 -2.381
H -7.224 0.026 -3.098
H -6.628 -0.606 -1.552
H -7.104 -2.420 -4.124
H -6.486 -3.044 -2.589
H -5.523 -3.235 -4.072
C 0.253 7.706 2.969
C 1.221 6.723 3.583
O 1.537 5.713 3.003
C 1.755 7.055 4.958
H -0.055 7.344 1.991
H -0.625 7.810 3.608
H 0.726 8.685 2.866
H 0.929 7.143 5.666
H 2.289 8.007 4.933
H 2.431 6.268 5.285
C 7.511 -8.416 -4.894
C 7.360 -9.120 -3.567
O 6.274 -9.378 -3.106
C 8.635 -9.482 -2.842
H 6.530 -8.208 -5.312
H 8.053 -7.478 -4.760
H 8.078 -9.040 -5.587
H 9.217 -8.582 -2.636
H 9.242 -10.145 -3.460
H 8.394 -9.980 -1.906
```

Output
HOMO energy ... -0.0975 Ha
Total charge ... -1
Lowest unoccupied orbital energy ... 1.586 eV

# 3
DFT (wB97M-V/def2-TZVPD) results for a cluster of 12 separate species, C31H70F14N12O31S14 in total in a non-equilibrium geometry.

Geometry as XYZ:
```
172
Properties=species:S:1:pos:R:3
C 6.029 -8.169 -23.599
C 5.283 -8.952 -22.554
O 4.756 -10.032 -22.817
N 5.456 -8.525 -21.080
H 5.564 -7.521 -21.093
H 4.516 -8.656 -20.733
C 6.656 -9.254 -20.417
H 6.075 -7.096 -23.414
H 5.562 -8.244 -24.582
H 7.042 -8.463 -23.873
H 7.617 -8.975 -20.849
H 6.555 -10.339 -20.436
H 6.741 -8.753 -19.453
C 4.552 -16.746 -25.417
C 5.457 -16.998 -24.171
O 4.907 -17.330 -23.106
N 6.989 -16.747 -24.275
H 7.287 -17.236 -25.107
H 7.222 -15.766 -24.323
C 7.912 -17.301 -23.073
H 4.026 -17.700 -25.374
H 5.039 -16.571 -26.377
H 3.812 -16.049 -25.026
H 7.450 -18.164 -22.593
H 7.884 -16.485 -22.352
H 8.842 -17.667 -23.509
C 3.483 -16.174 -20.079
C 4.268 -14.785 -20.093
C 3.379 -13.768 -20.911
C 3.635 -12.283 -20.595
C 3.796 -12.121 -19.083
C 4.880 -12.978 -18.389
N 4.504 -14.386 -18.623
O 4.994 -15.343 -17.763
C 4.676 -12.688 -16.890
C 6.299 -12.747 -18.880
C 5.546 -15.197 -20.900
H 4.126 -16.980 -19.724
H 3.367 -16.459 -21.125
H 2.482 -16.178 -19.648
H 2.344 -13.972 -20.636
H 3.396 -14.029 -21.969
H 2.815 -11.643 -20.921
H 4.577 -12.083 -21.104
H 2.818 -12.249 -18.619
H 4.029 -11.074 -18.887
H 4.608 -11.611 -16.733
H 5.423 -13.010 -16.165
H 3.666 -12.932 -16.561
H 6.596 -11.883 -18.286
H 6.513 -12.418 -19.897
H 7.007 -13.566 -18.755
H 6.308 -15.861 -20.492
H 6.050 -14.239 -21.025
H 5.336 -15.565 -21.904
C 7.816 -24.698 -20.167
C 6.785 -23.535 -19.917
C 6.406 -22.832 -21.300
N 5.406 -21.616 -21.321
C 5.573 -20.619 -20.121
C 5.717 -20.914 -22.670
C 5.185 -21.797 -23.782
C 3.946 -22.488 -23.049
C 4.014 -22.108 -21.570
H 8.703 -24.460 -20.755
H 7.353 -25.490 -20.755
H 8.254 -24.920 -19.194
H 7.302 -22.833 -19.262
H 5.901 -23.768 -19.323
H 6.055 -23.659 -21.918
H 7.332 -22.650 -21.846
H 6.609 -20.283 -20.177
H 5.402 -21.138 -19.178
H 4.907 -19.773 -20.291
H 5.141 -19.993 -22.569
H 6.794 -20.753 -22.705
H 4.979 -21.264 -24.711
H 6.050 -22.452 -23.885
H 2.934 -22.254 -23.379
H 4.053 -23.557 -23.232
H 3.336 -21.280 -21.365
H 3.877 -22.930 -20.867
C -0.643 -13.773 -21.258
C -1.678 -12.575 -21.199
C -2.107 -12.123 -22.585
N -3.348 -11.101 -22.617
C -3.624 -10.670 -24.030
C -3.097 -9.762 -21.765
C -4.111 -9.859 -20.682
C -5.190 -10.965 -20.893
C -4.684 -11.728 -22.108
H -1.153 -14.529 -21.855
H -0.368 -14.086 -20.251
H 0.293 -13.509 -21.750
H -1.068 -11.883 -20.619
H -2.537 -12.982 -20.665
H -2.393 -12.867 -23.328
H -1.329 -11.645 -23.179
H -3.892 -11.534 -24.639
H -2.663 -10.380 -24.456
H -4.385 -9.923 -24.251
H -3.121 -8.904 -22.436
H -2.070 -9.729 -21.400
H -4.612 -8.922 -20.438
H -3.503 -10.038 -19.795
H -5.980 -10.303 -21.247
H -5.333 -11.445 -19.925
H -5.339 -12.043 -22.920
H -4.408 -12.731 -21.781
N -0.453 -18.768 -23.673
S 0.433 -17.358 -24.013
O 0.836 -17.070 -25.385
O 1.317 -16.867 -22.912
F -0.877 -16.292 -23.905
S 0.625 -19.709 -23.580
O 1.127 -20.079 -22.285
O 1.545 -19.935 -24.698
F -0.324 -21.099 -23.838
N 10.663 -9.265 -18.940
S 11.322 -9.112 -17.626
O 12.467 -9.954 -17.355
O 10.535 -8.711 -16.495
F 12.023 -7.712 -17.975
S 9.686 -10.612 -18.568
O 8.543 -10.295 -17.820
O 10.449 -11.849 -18.186
F 9.194 -10.818 -20.082
N 0.643 -14.376 -15.826
S 0.625 -15.094 -17.108
O -0.197 -16.292 -17.253
O 1.696 -14.903 -18.032
F -0.435 -14.103 -17.700
S 1.840 -15.364 -15.217
O 3.242 -15.230 -15.720
O 1.326 -16.659 -14.782
F 2.090 -14.465 -13.937
N 8.900 -18.075 -20.212
S 8.538 -18.233 -18.724
O 9.616 -17.859 -17.796
O 7.711 -19.401 -18.348
F 7.624 -16.847 -18.539
S 9.740 -19.568 -20.371
O 9.000 -20.624 -21.126
O 10.551 -20.024 -19.279
F 10.851 -19.036 -21.452
N 3.029 -8.837 -19.863
S 1.574 -8.781 -20.110
O 0.915 -7.482 -19.949
O 0.869 -10.102 -20.011
F 1.917 -8.492 -21.697
S 2.917 -8.550 -18.166
O 2.330 -9.669 -17.375
O 2.689 -7.224 -17.646
F 4.503 -8.849 -17.837
N 2.534 -20.723 -17.199
S 1.728 -19.410 -17.792
O 0.289 -19.227 -17.558
O 2.097 -18.897 -19.103
F 2.467 -18.310 -16.849
S 1.784 -21.657 -18.094
O 1.982 -21.514 -19.527
O 0.454 -22.164 -17.700
F 2.651 -23.050 -17.769
N 7.697 -14.036 -24.320
S 7.390 -12.556 -23.591
O 7.766 -11.316 -24.244
O 7.454 -12.545 -22.124
F 5.779 -12.747 -23.718
S 9.119 -13.600 -24.627
O 9.973 -13.130 -23.494
O 9.283 -13.031 -25.959
F 9.708 -15.140 -24.757
```

Output
HOMO energy ... -0.1951 Ha
Total charge ... -2
Lowest unoccupied orbital energy ... 0.412 eV